ORCA calculation (ωB97M-V with the def2-TZVPD basis set) on a structure of composition C30H49CdN6OSSi.

Summary:
Maximum force in Eh/bohr: 0.013
LUMO in eV: -1.54
Energy in eV: -66166.8291
HOMO-LUMO gap in eV: 9.39
Net charge: +1

Element x y z (Å)
C: -4.4430 0.1269 0.1482
Si: -4.3107 -0.6040 -1.5680
H: -2.3012 3.8490 3.8375
N: -1.4847 -1.5038 3.2356
O: 0.0838 1.2638 -1.2284
H: 4.7783 -1.5762 -0.7973
H: -2.3492 0.5400 -2.4409
C: 3.5296 2.5180 0.3097
C: -2.2198 3.2395 1.7768
H: 0.1448 -0.2037 3.6600
H: -0.0026 4.1523 -1.5537
H: 0.3227 -0.2203 -3.0409
C: 4.4050 -2.5986 -0.9258
C: -1.3987 -2.0627 1.9955
H: 4.6718 -2.0986 -3.4832
H: 6.9528 4.3116 0.5568
N: -0.4293 -2.0001 1.1187
C: -5.4107 0.3474 -2.7272
H: -1.1843 0.5444 2.7559
C: 0.5926 3.8353 -0.6948
H: 5.2293 -3.2168 -1.2749
H: -5.1102 1.3985 -2.8017
H: -2.1918 -3.6663 -0.1533
H: 1.2170 -1.8189 2.4417
H: -4.4267 -2.9910 -2.2796
N: -2.4940 -2.8416 1.7633
H: -1.8834 2.7861 -0.2939
H: -5.3694 -0.0858 -3.7326
C: -2.3636 -3.9852 0.8694
H: -1.5364 -4.6323 1.1742
H: 2.8330 -1.5475 0.7087
H: 2.0524 -3.3252 -4.4171
S: 1.2481 2.2282 -1.2192
N: 3.3497 -2.6766 -1.9348
C: -4.9181 -2.3709 -1.5203
N: 1.4521 -1.5729 -0.9167
H: -0.1747 -1.8442 -3.5841
H: -6.4550 0.3175 -2.3919
H: -3.4789 -0.9630 3.6815
C: -0.2127 3.8244 0.5708
H: -2.4294 -1.1021 -3.0636
Cd: -0.9060 -0.9479 -0.8760
H: 1.4752 4.4771 -0.6279
H: 0.6824 -0.7482 -4.6722
H: 4.0948 -2.9920 0.0340
C: 0.6059 -1.0805 -3.6387
C: 3.8470 -2.7975 -3.3100
N: 1.8971 -1.5846 -3.2273
H: -5.9955 -2.4050 -1.7147
C: 5.6925 3.0369 -0.6277
H: -4.0525 1.1532 0.1799
H: 2.3433 0.7165 0.0809
H: -0.0608 4.9041 3.7880
H: 1.5855 1.9596 1.1071
H: 4.2034 -3.8078 -3.4957
C: -2.5622 -0.4989 -2.1597
C: 5.9940 3.8130 0.4861
C: 4.4679 2.3916 -0.7138
C: -0.9325 -0.1808 3.5303
H: -1.3675 0.1578 4.4674
C: 2.6349 -2.4389 -4.1441
H: 1.9363 -3.0587 0.5049
H: 3.1068 3.4044 2.2169
C: 2.2164 1.7894 0.2334
H: 6.4134 2.9369 -1.4299
H: 4.2336 1.7865 -1.5862
H: -2.9707 -3.9494 3.4967
C: 5.0640 3.9450 1.5080
C: -0.4565 4.4234 2.9010
C: -1.7120 3.8305 2.9280
H: -3.2902 -4.5510 0.8982
C: 1.8655 -1.9689 0.4299
H: -2.7164 -2.0279 4.8747
C: 2.1949 -1.9151 -1.9270
H: -3.2093 2.7947 1.7861
H: 2.8924 -1.9002 -5.0533
C: -1.4747 3.2300 0.6054
H: 5.2932 4.5503 2.3768
C: -3.2485 -3.0139 3.0033
H: -4.3188 -3.0226 2.8147
H: -3.8750 -0.4826 0.8612
C: 3.8352 3.3023 1.4174
H: -4.7489 -2.8291 -0.5445
C: 0.8806 -1.4714 1.4627
C: 0.2869 4.4213 1.7260
H: -5.4877 0.1591 0.4824
H: 1.2610 4.9013 1.7000
C: -2.8014 -1.8101 3.8134
H: 0.8983 -0.3760 1.4729